Entry 1:
DFT (ωB97M-V/def2-TZVPD) results for one molecule with the formula C5H7Cl2P.

Geometry as XYZ:
```
15
Properties=species:S:1:pos:R:3:forces:R:3
C 0.59194 1.43110 0.65744 2.8 -3.0 -0.7
C -0.03500 -0.92392 0.21584 0.7 1.1 0.8
C 1.36919 -1.51191 0.23296 0.7 -1.8 1.8
C -0.16005 0.51871 -0.25383 -0.9 0.4 -0.5
C -1.66328 0.95378 -0.23346 -0.6 -3.1 -0.9
P 2.57245 -0.22832 0.92073 -2.4 1.0 -0.4
Cl 1.01033 2.87177 -0.03495 0.2 1.4 0.3
Cl 0.53282 0.63087 -2.04520 -0.7 -0.3 1.1
H -0.67095 -1.52593 -0.35012 -1.2 -1.1 -0.9
H -0.40126 -0.84698 1.23839 -0.1 -0.3 0.2
H 1.37109 -2.53292 1.00454 0.1 2.9 -2.3
H 1.66281 -1.85506 -0.78864 0.0 0.3 0.8
H -2.29061 0.23595 -0.94687 1.3 1.8 1.4
H -1.83975 1.98295 -0.39954 0.1 1.0 -0.8
H -2.04972 0.79993 0.78272 0.2 -0.3 -0.1
```
Forces are in eV/Å.

ΔE to the lowest compared entry with this formula, charge and spin = 496.6 kJ/mol
E_HOMO (alpha / beta) = -8.1 / -8.6 eV
HOMO-LUMO gap (alpha / beta) = 6.958 / 6.956 eV
Total charge = 0

Entry 2:
DFT (ωB97M-V/def2-TZVPD) results for C27H16AlCl5IN3O3 as an isolated structure.

Geometry as XYZ:
```
56
Properties=species:S:1:pos:R:3:forces:R:3
Al -0.06578 -0.28956 0.35046 0.2 0.2 -0.6
C 4.03737 -1.46966 -0.59305 0.1 0.0 0.0
C 2.61479 -1.59468 -0.17494 -0.2 0.0 0.0
N 1.82816 -0.58673 -0.08704 0.3 -0.2 0.1
N 2.41372 0.68217 -0.19291 -0.1 0.0 0.1
C 1.73539 1.48883 0.57850 0.0 0.2 -0.1
O 0.66651 1.11931 1.23855 0.0 -0.1 0.1
C 2.18123 2.89550 0.71344 0.0 -0.1 0.0
C 1.43974 3.77864 1.49095 0.0 0.0 0.0
C 1.84602 5.09873 1.61470 0.0 0.0 0.0
C 2.98915 5.53722 0.96381 0.0 0.0 0.0
C 3.73117 4.65613 0.18805 0.0 0.0 0.0
C 3.33037 3.33712 0.06205 0.0 0.0 0.0
C 2.10210 -2.90377 0.32543 0.0 0.1 0.0
C 2.38896 -4.11175 -0.29815 0.0 -0.1 0.1
C 1.88265 -5.27392 0.26041 0.1 0.0 -0.1
C 1.14917 -5.19281 1.43329 0.0 0.0 0.0
C 0.94148 -3.94522 1.99833 0.0 0.1 -0.1
N 1.39727 -2.81760 1.45792 0.0 0.0 -0.1
H 4.16374 -0.64935 -1.29412 0.0 0.0 0.0
H 4.38838 -2.40735 -1.01979 0.0 0.0 0.0
H 4.65017 -1.25629 0.28671 0.0 0.0 0.0
H 0.55177 3.42137 1.99398 0.0 0.0 0.0
H 1.26963 5.78622 2.21983 0.0 0.0 0.0
H 3.30333 6.56886 1.05828 0.0 0.0 0.0
H 4.62335 5.00033 -0.31850 0.0 0.0 0.0
H 3.89636 2.64062 -0.54010 0.0 0.0 0.0
H 2.95872 -4.14311 -1.21590 0.0 0.0 0.0
H 2.05845 -6.22771 -0.21891 0.0 0.0 0.0
H 0.74117 -6.07439 1.90805 0.0 0.0 0.0
H 0.38040 -3.83524 2.91973 0.0 0.0 0.0
I -5.87542 5.41016 -1.71834 -0.1 0.1 0.0
C -4.49757 3.85222 -1.76790 0.1 -0.1 0.0
C -3.47182 3.81390 -0.83454 0.0 0.1 0.0
C -2.55738 2.77322 -0.87174 0.0 -0.1 0.0
C -2.66329 1.77934 -1.83862 0.0 -0.1 0.1
C -3.69243 1.83267 -2.77041 0.0 0.0 0.0
C -4.61471 2.86478 -2.73652 -0.1 0.0 -0.1
C -1.68485 0.63896 -1.89814 0.3 0.3 -0.3
O -1.68199 -0.14980 -2.81424 -0.1 -0.2 0.1
O -0.80163 0.65052 -0.92434 0.0 0.1 0.1
H -3.38472 4.58824 -0.08459 0.0 0.0 0.0
H -1.75058 2.72659 -0.15205 0.0 0.0 0.0
H -3.75474 1.05239 -3.51717 0.0 0.0 0.0
H -5.41817 2.90104 -3.45941 0.0 0.0 0.0
Cl -0.37413 -3.12801 -1.83963 -0.1 0.0 0.0
C -1.36575 -2.99319 -0.42777 0.1 0.0 0.0
C -1.20942 -1.88979 0.39815 -0.1 -0.4 0.0
C -2.05633 -1.82134 1.47988 0.1 0.6 0.4
Cl -1.78978 -0.35132 2.43043 -0.3 -0.3 0.1
C -2.99861 -2.76728 1.83641 0.1 -0.1 -0.2
Cl -3.98086 -2.58388 3.22681 0.0 0.0 0.0
C -3.08966 -3.88974 1.00989 0.0 0.0 0.1
Cl -4.19986 -5.13910 1.40731 0.0 0.0 0.0
C -2.27916 -4.00209 -0.12459 0.0 0.0 0.0
Cl -2.40208 -5.40043 -1.11791 0.0 0.0 0.0
```
Forces are in eV/Å.

ΔE to the lowest compared entry with this formula, charge and spin = 127.5 kJ/mol
E_HOMO = -8.7 eV
HOMO-LUMO gap = 8.134 eV
Total charge = 0

Entry 3:
DFT (ωB97M-V/def2-TZVPD) results for a 2-piece molecular cluster, C4H4N2O overall.

Geometry as XYZ:
```
11
Properties=species:S:1:pos:R:3:forces:R:3
C -1.84001 -0.33765 1.07852 0.9 -0.2 -0.3
C -1.82659 0.55800 0.08981 -1.2 -0.1 1.8
C -0.64156 0.90677 -0.59339 1.0 0.4 -1.4
N 0.29060 1.18425 -1.22203 -0.8 -0.2 0.7
H -2.72231 -0.50378 1.65317 -0.5 -0.1 0.2
H -0.97186 -0.92685 1.36157 0.0 0.1 -0.2
H -2.75844 1.13586 0.03590 0.7 0.0 -0.8
N 3.19664 -0.13775 -0.49708 1.0 -0.2 1.1
C 2.24108 -0.82935 -0.52836 1.4 0.6 -0.1
O 1.48638 -1.67098 -0.41055 -2.9 -2.2 0.2
H 3.54607 0.62148 -0.96755 0.5 1.8 -1.1
```
Forces are in eV/Å.

SMILES = C=CC#N.N=C=O
ΔE to the lowest compared entry with this formula, charge and spin = 130.1 kJ/mol
E_HOMO = -10.6 eV
HOMO-LUMO gap = 10.947 eV
Total charge = 0

Entry 4:
DFT (ωB97M-V/def2-TZVPD) results for C32H22Cl9MgN5O6SSe as an isolated structure.

Geometry as XYZ:
```
77
Properties=species:S:1:pos:R:3:forces:R:3
Mg -0.14784 0.79377 0.29350 0.1 -0.3 -0.3
Cl -6.74423 0.52609 -1.26494 0.0 0.0 0.0
C -5.15131 1.08952 -0.85208 0.0 0.0 0.0
C -4.91253 2.43541 -0.67839 0.0 0.0 0.0
Cl -6.19660 3.59245 -0.87017 0.0 0.0 0.0
C -3.61706 2.87142 -0.34304 0.0 0.0 0.0
Cl -3.29087 4.56611 -0.11581 0.0 0.0 0.0
C -2.55380 1.98714 -0.18800 0.0 0.1 -0.1
O -1.34226 2.35251 0.11705 -0.1 0.0 0.2
C -2.80266 0.56765 -0.37354 -0.1 0.1 0.0
O -1.80783 -0.24043 -0.21245 -0.1 0.0 0.1
C -4.10152 0.16794 -0.69369 0.0 0.0 0.0
Cl -4.38079 -1.53540 -0.90398 0.0 0.0 0.0
Se 0.92828 -2.72805 -0.26624 -0.2 -0.1 0.1
C 2.37836 -3.78202 0.28887 0.1 0.0 0.0
C 2.28648 -5.18268 0.41425 -0.1 0.0 0.0
C 3.36651 -5.92453 0.84640 0.1 0.0 0.0
N 4.56273 -5.41810 1.17417 0.0 0.0 0.0
C 4.66560 -4.09219 1.03746 0.0 0.0 0.0
C 3.64679 -3.26032 0.61106 0.0 0.1 0.0
H 1.35312 -5.67518 0.17109 0.0 0.0 0.0
H 3.26940 -7.00384 0.94090 0.0 0.0 0.0
H 5.63535 -3.66436 1.28106 0.0 0.0 0.0
H 3.84090 -2.20102 0.49300 -0.1 0.0 0.0
C 2.92169 -6.12443 4.54072 0.0 0.0 0.0
C 1.96033 -5.00975 4.15629 -0.1 0.0 0.0
S 0.66595 -4.90278 5.37337 -0.1 0.0 0.0
O -0.09667 -6.12721 5.33046 0.0 0.0 0.0
O 1.25075 -4.48237 6.62822 0.0 0.0 0.0
C -0.40355 -3.59669 4.80221 0.0 0.0 -0.1
C 0.10396 -2.19512 5.14496 0.0 -0.1 0.0
N -0.39782 -1.22787 4.17939 0.0 0.1 0.0
C 0.28581 -0.84118 3.07707 -0.1 -0.1 0.0
N -0.48079 -0.13766 2.26153 0.2 0.3 0.2
C -1.69524 -0.01971 2.84880 -0.1 -0.1 -0.1
C -1.67068 -0.69283 4.03564 0.0 0.0 0.0
N -2.73031 -0.86789 4.95921 -0.2 -0.3 -0.2
O -2.54905 -1.61182 5.92076 0.1 0.1 0.1
O -3.78134 -0.30693 4.71972 0.1 0.1 0.1
C 1.70535 -1.18557 2.83531 0.1 0.0 0.0
H 3.70741 -6.18621 3.78984 0.0 0.0 0.0
H 2.39992 -7.07990 4.58366 0.0 0.0 0.0
H 3.37261 -5.92704 5.51286 0.0 0.0 0.0
H 1.48481 -5.19206 3.19085 0.0 0.0 0.0
H 2.45935 -4.04000 4.12348 0.0 0.0 0.0
H -1.36524 -3.79703 5.27362 0.0 0.0 0.0
H -0.51578 -3.72457 3.72272 0.0 0.0 0.0
H 1.19024 -2.14981 5.10795 0.0 0.0 0.0
H -0.21105 -1.91247 6.14233 0.0 0.0 0.0
H -2.51853 0.49951 2.38546 0.0 0.0 0.0
H 2.33901 -0.83977 3.65581 0.0 0.0 0.0
H 2.01893 -0.71865 1.90582 0.0 0.0 0.0
H 1.82822 -2.26110 2.69880 0.0 0.0 0.0
Cl 0.65867 2.88694 2.64051 0.0 0.0 0.0
C 2.09528 2.51015 1.70818 0.0 0.1 0.0
C 1.99822 1.57669 0.67807 0.0 0.1 0.1
C 3.20283 1.36011 0.01164 0.0 0.0 0.0
Cl 3.28265 0.15082 -1.24706 0.0 0.0 0.0
C 4.39548 2.02508 0.30536 0.0 0.0 0.0
Cl 5.84816 1.72378 -0.59050 0.0 0.0 0.0
C 4.42364 2.94817 1.34422 0.0 0.0 0.0
Cl 5.88780 3.78008 1.74112 0.0 0.0 0.0
C 3.25987 3.18875 2.06527 0.0 0.0 0.0
Cl 3.29488 4.31913 3.37722 0.0 0.0 0.0
N 0.21672 0.65702 -1.89922 0.2 0.1 0.0
C 0.44712 0.54042 -3.01246 -0.2 0.0 0.0
C 0.71574 0.38311 -4.41142 0.0 -0.1 0.0
C 0.07693 -0.63427 -5.11610 0.0 0.0 0.0
C 0.34348 -0.79163 -6.46587 0.0 0.0 0.0
C 1.23975 0.05577 -7.10312 0.0 0.0 0.0
C 1.87758 1.06421 -6.39341 0.0 0.0 0.0
C 1.62030 1.23204 -5.04318 0.0 0.0 0.0
H -0.61074 -1.28797 -4.59698 0.0 0.0 0.0
H -0.14795 -1.58045 -7.01974 0.0 0.0 0.0
H 1.44599 -0.07332 -8.15821 0.0 0.0 0.0
H 2.58028 1.71947 -6.89119 0.0 0.0 0.0
H 2.11383 2.00464 -4.46959 0.0 0.0 0.0
```
Forces are in eV/Å.

E_HOMO = -2.0 eV
HOMO-LUMO gap = 5.363 eV
Total charge = -2

Entry 5:
DFT (ωB97M-V/def2-TZVPD) results for a 7-piece molecular cluster, C36H66N12O4S overall.

Geometry as XYZ:
```
119
Properties=species:S:1:pos:R:3:forces:R:3
S -0.01324 0.35766 -0.47526 1.3 1.2 -1.0
O -1.00356 1.42183 -0.16494 0.1 0.2 0.7
O 0.23191 -0.51304 0.67406 -0.2 -0.5 1.3
O -0.52433 -0.43666 -1.58545 -0.5 -1.2 -1.2
O 1.27824 0.95187 -0.93357 -0.3 0.2 0.5
C -2.85894 1.86346 -3.93920 0.0 -0.1 -0.6
C -2.76996 0.44526 -3.37758 1.5 0.3 -0.4
N -3.74649 0.26205 -2.31294 0.8 -0.8 0.8
C -4.80789 -0.58767 -2.36731 -1.2 0.3 0.1
C -5.59002 -0.32808 -1.27087 0.8 -0.8 -0.1
N -4.87291 0.55466 -0.49531 1.1 -0.4 0.3
C -3.71668 0.85017 -1.10602 -1.0 0.6 -1.5
C -5.11712 0.89245 0.90378 -1.2 1.2 -0.3
H -2.79730 2.63023 -3.16689 -0.3 -0.2 0.2
H -3.76628 1.98755 -4.52867 -0.1 0.2 0.2
H -2.02292 2.09426 -4.60231 -0.3 -0.4 0.0
H -1.75786 0.22371 -3.01978 -0.4 0.4 0.7
H -2.83539 -0.34828 -4.12299 -1.0 0.2 -0.2
H -4.87806 -1.33033 -3.14399 -0.4 0.3 -0.2
H -6.48375 -0.80172 -0.90249 -0.1 0.1 -0.1
H -2.93947 1.54989 -0.83004 0.0 -0.2 0.4
H -5.64026 1.85299 0.92445 0.2 0.1 0.1
H -4.17177 1.01503 1.42038 0.0 -0.4 0.1
H -5.84004 0.21265 1.34662 0.5 -0.4 0.1
C -1.01746 6.79398 2.05201 1.1 -1.0 0.1
C -0.48371 5.69713 3.02471 -0.5 1.1 -0.9
N 0.52963 4.85137 2.37143 0.1 -0.2 -0.3
C 0.28147 3.96733 1.34547 1.0 -0.1 -1.0
C 1.49474 3.68631 0.76484 -0.3 -0.1 0.0
N 2.45796 4.41267 1.42569 -0.9 -0.4 0.4
C 1.84789 5.03291 2.43627 0.3 0.9 -0.1
C 3.85715 4.61674 1.03176 0.1 -0.7 0.3
H -1.60271 7.52850 2.59587 -0.3 -0.2 -0.1
H -1.56816 6.26097 1.27950 -0.3 0.5 -0.1
H -0.16515 7.30584 1.60404 -0.1 0.1 -0.1
H -1.35137 5.07509 3.21869 0.3 -0.1 0.9
H -0.01856 6.21802 3.85607 -0.2 -0.6 0.5
H -0.66826 3.66471 0.93588 -0.2 0.0 0.5
H 1.76163 2.96547 0.00164 -0.3 0.1 -0.2
H 2.36082 5.64543 3.16166 -0.1 0.2 -0.1
H 4.01074 5.68086 0.88723 0.3 0.0 0.2
H 4.09320 4.08792 0.11124 -0.4 0.1 -0.1
H 4.48508 4.14751 1.78720 0.2 0.5 0.1
C -2.00785 1.89291 3.75510 -0.2 -0.8 -0.8
C -1.22273 1.10844 4.81628 -2.0 0.9 -0.8
N 0.13046 0.82307 4.41368 1.8 -0.3 0.4
C 1.13430 0.46656 5.29673 0.5 -1.2 0.2
C 2.27046 0.20688 4.57426 -0.5 0.3 -0.2
N 1.93618 0.41490 3.26261 -0.6 1.3 -0.4
C 0.66501 0.81537 3.19294 -0.7 0.2 -0.3
C 2.81525 0.36839 2.10268 0.1 -1.6 -0.7
H -3.06210 1.97612 4.01915 0.2 0.3 0.6
H -2.08196 1.30920 2.82837 0.4 0.1 -0.1
H -1.60987 2.86834 3.49132 0.1 0.1 0.2
H -1.79200 0.18618 4.93385 0.3 -0.2 0.4
H -1.28020 1.69385 5.73030 0.6 -0.3 0.2
H 0.91081 0.16177 6.30677 0.1 0.6 0.2
H 3.30157 -0.04318 4.76288 -0.2 -0.2 0.7
H 0.11035 1.10237 2.30805 0.4 -0.2 -0.1
H 2.59130 1.11073 1.34234 0.0 0.3 0.3
H 2.60013 -0.58390 1.60982 -0.1 0.2 -0.1
H 3.86745 0.29867 2.36825 -0.1 0.6 0.4
C -0.60849 -2.97952 4.60461 1.7 -0.2 0.1
C 0.19880 -3.48015 3.39170 -0.8 0.0 0.1
N -0.69414 -3.63749 2.24283 -0.8 1.4 -1.5
C -0.86099 -4.69170 1.39577 0.2 -2.0 0.2
C -1.77531 -4.41147 0.42971 1.4 1.2 0.1
N -1.98183 -3.05073 0.58492 -0.4 0.4 0.1
C -1.39717 -2.62162 1.69421 0.5 -0.6 0.0
C -2.53610 -2.11473 -0.38984 -0.5 0.4 0.5
H -1.20877 -3.78106 5.02361 -0.3 0.2 0.0
H -1.14791 -2.05164 4.43118 -0.3 -0.2 -0.3
H 0.16657 -2.71637 5.33058 -0.2 -0.1 0.3
H 0.63144 -4.46432 3.56257 0.0 0.1 0.2
H 0.99110 -2.78948 3.10097 0.0 0.0 0.0
H -0.27692 -5.59156 1.52171 -0.4 -0.1 0.3
H -2.14567 -4.96034 -0.41717 0.0 -0.1 0.1
H -1.41108 -1.59597 2.01449 0.1 0.0 0.0
H -3.59826 -2.31442 -0.50679 0.0 -0.1 -0.3
H -1.95008 -2.04868 -1.30415 -0.1 -0.6 0.0
H -2.38732 -1.10983 0.00719 -0.2 -0.1 0.2
C 2.58700 -0.94555 -6.30479 0.4 -0.3 1.1
C 1.20349 -0.97976 -5.63523 0.5 0.7 -1.3
N 0.79488 0.38505 -5.28089 -0.8 -0.4 0.8
C 0.43717 1.35120 -6.17682 0.7 0.9 -0.1
C 0.21300 2.49347 -5.46055 -0.4 -0.5 -0.3
N 0.26318 2.14091 -4.13460 0.7 -0.7 0.8
C 0.66123 0.85546 -4.03697 0.0 0.9 -0.6
C 0.01860 3.02567 -2.98759 -0.1 0.6 0.1
H 2.56081 -0.55947 -7.31966 -0.2 -0.2 -0.1
H 3.00222 -1.95366 -6.27612 -0.1 0.0 -0.4
H 3.29973 -0.33695 -5.74421 -0.1 0.1 0.1
H 1.10393 -1.57375 -4.73596 0.2 -0.1 0.0
H 0.54847 -1.33119 -6.43271 -0.5 -0.2 0.5
H 0.49877 1.17129 -7.23658 -0.1 0.1 0.0
H 0.01404 3.50446 -5.77146 -0.2 -0.1 -0.1
H 0.87588 0.35861 -3.10175 -0.2 -0.1 0.0
H -0.54396 2.60289 -2.15494 0.3 -0.8 -0.3
H -0.61300 3.85846 -3.29586 0.4 0.1 -0.4
H 0.97210 3.36114 -2.59137 0.0 0.2 -0.1
C 4.81865 -5.81404 0.56001 -1.1 -1.2 1.1
C 3.38584 -5.57932 1.06571 -0.9 -0.6 0.8
N 2.62960 -4.65821 0.18689 1.6 0.8 0.2
C 2.77519 -3.28716 0.27033 -1.6 0.6 0.3
C 2.05120 -2.74272 -0.75238 0.9 -0.1 -0.9
N 1.69454 -3.79266 -1.56032 -0.4 -1.3 0.7
C 2.05884 -4.94856 -0.96670 -0.5 0.4 -0.1
C 0.99761 -3.69235 -2.83848 -0.6 -0.5 0.5
H 4.69038 -6.37565 -0.36385 0.6 0.8 -0.6
H 5.32473 -6.55034 1.18930 -0.2 0.1 0.3
H 5.41939 -4.91444 0.63509 0.0 0.1 -0.8
H 3.26135 -5.25392 2.10309 0.6 0.9 -0.2
H 2.71949 -6.44197 1.18428 0.6 -0.6 -0.8
H 3.18604 -2.80011 1.13676 0.2 -0.2 0.0
H 1.85375 -1.75463 -1.15289 0.1 0.1 0.7
H 1.90593 -5.96069 -1.30705 -0.1 0.1 -0.3
H 0.64261 -4.68830 -3.10280 0.7 -0.1 -0.5
H 1.69831 -3.22499 -3.52075 -0.3 -0.2 -0.4
H 0.04374 -3.17248 -2.73660 0.4 0.7 0.2
```
Forces are in eV/Å.

ΔE to the lowest compared entry with this formula, charge and spin = 232.1 kJ/mol
E_HOMO = -17.4 eV
HOMO-LUMO gap = 9.483 eV
Total charge = +4

> Which formula does entry 2 have?

C27H16AlCl5IN3O3

> Which value of total charge does entry 5 give?

+4

> total charge of number 4 (C32H22Cl9MgN5O6SSe)?

-2

> The highest total charge belongs to which entry?

C36H66N12O4S